Entry 1:
{
  "formula": "C79H65BF3GeN3O2P2S2ScTe",
  "method": "ωB97M-V/def2-TZVPD",
  "elements": ["Sc", "Te", "C", "C", "C", "N", "C", "C", "C", "P", "C", "C", "C", "C", "C", "C", "C", "C", "C", "C", "C", "C", "P", "C", "C", "C", "C", "C", "C", "C", "C", "C", "C", "C", "C", "H", "H", "H", "H", "H", "H", "H", "H", "H", "H", "H", "H", "H", "H", "H", "H", "H", "H", "H", "H", "H", "H", "H", "H", "F", "C", "F", "F", "C", "C", "C", "C", "C", "C", "C", "C", "H", "H", "H", "H", "S", "C", "N", "C", "C", "C", "C", "C", "C", "H", "H", "H", "H", "H", "S", "C", "N", "C", "C", "C", "C", "H", "H", "H", "H", "H", "C", "C", "C", "C", "C", "C", "C", "C", "O", "B", "O", "C", "C", "H", "H", "H", "H", "H", "H", "H", "H", "H", "H", "H", "H", "C", "C", "C", "C", "C", "C", "Ge", "C", "C", "C", "C", "C", "C", "C", "C", "C", "C", "C", "C", "H", "H", "H", "H", "H", "H", "H", "H", "H", "H", "H", "H", "H", "H", "H"],
  "xyz": [[-0.074, -0.305, -0.732], [4.179, 1.823, -3.206], [5.209, 3.450, -2.291], [4.852, 4.765, -2.552], [5.407, 5.774, -1.775], [6.277, 5.555, -0.787], [6.625, 4.284, -0.557], [6.127, 3.206, -1.277], [2.790, 1.675, -1.619], [2.669, 0.110, -0.743], [4.282, -0.766, -0.822], [4.508, -1.656, -1.876], [5.686, -2.385, -1.968], [6.668, -2.231, -0.999], [6.464, -1.335, 0.042], [5.280, -0.613, 0.135], [2.498, 0.497, 1.056], [3.473, 1.487, 1.659], [3.636, 1.444, 2.977], [2.851, 0.396, 3.747], [2.972, -0.919, 3.013], [2.733, -0.872, 1.717], [1.062, 1.983, -2.003], [0.916, 3.154, -3.397], [0.643, 2.648, -4.666], [0.470, 3.496, -5.751], [0.558, 4.870, -5.575], [0.841, 5.384, -4.316], [1.019, 4.533, -3.230], [0.538, 2.996, -0.556], [-0.980, 3.431, -0.641], [-1.269, 4.812, -0.115], [-0.329, 5.563, 0.457], [1.083, 5.154, 0.509], [1.502, 4.003, -0.015], [4.141, 5.004, -3.335], [5.138, 6.811, -1.952], [7.338, 4.122, 0.246], [6.436, 2.194, -1.037], [3.765, -1.767, -2.649], [5.837, -3.071, -2.795], [7.584, -2.809, -1.052], [7.229, -1.200, 0.797], [5.142, 0.067, 0.964], [3.950, 2.231, 1.024], [4.276, 2.140, 3.512], [3.185, 0.309, 4.774], [3.195, -1.835, 3.550], [2.725, -1.772, 1.108], [0.574, 1.576, -4.805], [0.268, 3.086, -6.736], [0.406, 5.538, -6.414], [0.923, 6.455, -4.173], [1.244, 4.946, -2.253], [-1.470, 3.272, -1.605], [-2.295, 5.162, -0.188], [-0.592, 6.537, 0.858], [1.803, 5.840, 0.948], [2.553, 3.730, -0.026], [-6.938, 1.470, 3.159], [-5.889, 2.100, 3.723], [-5.653, 1.517, 4.913], [-6.282, 3.370, 3.970], [-4.677, 2.079, 2.838], [-4.825, 2.330, 1.477], [-3.706, 2.361, 0.664], [-2.438, 2.141, 1.202], [-2.305, 1.903, 2.567], [-3.423, 1.869, 3.384], [-1.222, 2.355, 0.406], [0.076, 1.972, 0.507], [-5.811, 2.501, 1.063], [-3.811, 2.555, -0.399], [-1.310, 1.783, 2.988], [-3.316, 1.690, 4.447], [1.532, -4.663, -2.521], [0.946, -3.460, -1.449], [0.912, -2.249, -1.890], [1.416, -2.196, -3.203], [1.639, -1.047, -3.963], [2.209, -1.164, -5.213], [2.553, -2.421, -5.732], [2.351, -3.567, -4.991], [1.792, -3.438, -3.716], [0.652, -3.727, -0.445], [1.386, -0.082, -3.556], [2.409, -0.268, -5.792], [3.000, -2.493, -6.718], [2.645, -4.539, -5.371], [-1.547, -0.673, -3.179], [-1.365, -0.617, -4.854], [-1.031, -1.766, -5.496], [-0.771, -1.862, -6.818], [-0.894, -0.771, -7.616], [-1.332, 0.432, -7.029], [-1.574, 0.508, -5.685], [-0.949, -2.585, -4.902], [-0.464, -2.835, -7.176], [-0.671, -0.837, -8.672], [-1.477, 1.308, -7.651], [-1.912, 1.421, -5.214], [-1.178, -1.988, 7.462], [0.024, -2.257, 6.540], [1.302, -2.341, 7.394], [-0.175, -3.614, 5.865], [0.187, -1.128, 5.522], [0.467, 0.205, 5.992], [0.877, 1.195, 5.164], [1.255, 0.832, 3.766], [1.030, 1.832, 2.794], [0.952, 1.112, 1.544], [0.161, -0.184, 1.951], [0.413, -0.322, 3.283], [0.045, -1.325, 4.128], [-1.266, -2.786, 8.208], [-2.104, -1.955, 6.879], [-1.076, -1.040, 7.996], [1.242, -3.194, 8.082], [1.448, -1.434, 7.987], [2.180, -2.475, 6.755], [-0.251, -4.394, 6.630], [0.672, -3.858, 5.213], [-1.086, -3.637, 5.268], [0.326, 0.425, 7.048], [1.069, 2.210, 5.502], [-0.389, -2.235, 3.724], [-3.687, -2.986, 4.445], [-3.407, -1.668, 4.104], [-2.922, -1.372, 2.837], [-2.731, -2.364, 1.873], [-3.017, -3.683, 2.232], [-3.479, -3.993, 3.510], [-2.324, -1.733, 0.036], [-2.528, -3.427, -1.029], [-1.834, -4.591, -0.681], [-1.945, -5.770, -1.415], [-2.761, -5.809, -2.537], [-3.469, -4.668, -2.902], [-3.358, -3.499, -2.155], [-4.147, -0.954, -0.330], [-4.426, -0.136, -1.432], [-5.725, 0.253, -1.751], [-6.787, -0.150, -0.952], [-6.532, -0.932, 0.167], [-5.233, -1.331, 0.469], [-4.068, -3.228, 5.431], [-3.567, -0.870, 4.823], [-2.712, -0.343, 2.579], [-2.931, -4.480, 1.504], [-3.695, -5.024, 3.769], [-1.216, -4.594, 0.213], [-1.402, -6.657, -1.104], [-2.862, -6.724, -3.108], [-4.124, -4.693, -3.767], [-3.931, -2.627, -2.451], [-3.624, 0.202, -2.068], [-5.904, 0.871, -2.626], [-7.802, 0.147, -1.195], [-7.350, -1.237, 0.812], [-5.071, -1.957, 1.339]],
  "forces_ev_per_a": [[0.849, 0.020, -0.339], [-0.170, 0.270, 0.612], [-0.126, -0.131, -0.013], [0.033, 0.031, -0.012], [0.180, -0.048, 0.122], [-0.079, -0.204, -0.108], [-0.053, 0.202, -0.087], [0.007, 0.054, 0.015], [-0.143, -1.002, -1.219], [0.299, 1.139, 0.739], [-0.229, -0.426, -0.451], [0.097, 0.045, 0.125], [-0.039, 0.027, 0.006], [-0.009, 0.006, 0.030], [0.008, -0.005, -0.035], [0.114, 0.084, 0.004], [0.368, -0.217, 0.120], [-0.109, 0.026, -0.108], [-0.026, -0.099, 0.201], [-0.266, 0.177, -0.277], [0.092, 0.123, 0.187], [-0.166, 0.282, -0.129], [0.659, 0.640, 0.540], [-0.201, -0.248, -0.134], [0.076, 0.083, -0.046], [0.024, -0.062, 0.023], [0.017, 0.007, 0.027], [0.021, -0.025, 0.054], [0.009, 0.053, -0.013], [-0.533, -0.076, -0.207], [0.187, 0.125, 0.245], [-0.010, -0.128, -0.060], [0.148, 0.010, -0.009], [-0.090, 0.194, 0.009], [-0.064, -0.122, 0.081], [0.006, -0.006, 0.058], [0.006, -0.029, 0.013], [-0.026, 0.020, -0.018], [-0.022, 0.057, 0.013], [-0.044, -0.025, -0.074], [-0.025, 0.053, 0.052], [-0.038, 0.068, -0.009], [-0.031, -0.006, -0.010], [-0.014, -0.030, 0.020], [-0.037, -0.076, 0.059], [-0.069, -0.048, -0.070], [-0.007, 0.040, 0.122], [-0.056, 0.040, -0.045], [-0.008, -0.025, -0.003], [0.000, 0.011, -0.004], [0.007, 0.021, 0.064], [0.037, -0.023, 0.032], [-0.016, -0.050, -0.010], [-0.046, 0.009, -0.053], [-0.007, -0.074, -0.118], [0.085, -0.005, 0.049], [0.009, -0.066, -0.023], [-0.097, -0.067, -0.065], [-0.098, 0.005, -0.019], [0.076, 0.078, 0.139], [0.121, 0.027, -0.119], [-0.168, 0.072, -0.084], [-0.073, -0.164, 0.065], [-0.029, -0.012, -0.102], [0.030, -0.062, -0.080], [-0.047, -0.006, -0.053], [0.134, 0.136, 0.120], [0.197, 0.120, 0.153], [0.064, 0.104, 0.135], [-0.358, 0.056, -0.048], [0.408, -0.130, -0.319], [0.036, -0.054, -0.022], [-0.028, 0.010, 0.098], [-0.153, 0.022, -0.039], [0.026, 0.006, -0.074], [0.033, -0.134, -0.004], [0.090, -0.078, 0.158], [-0.248, 0.425, -0.219], [-0.044, -0.082, 0.155], [0.063, -0.032, -0.010], [0.014, 0.023, 0.040], [0.016, 0.013, -0.054], [0.002, -0.083, 0.036], [-0.031, -0.025, 0.020], [-0.066, 0.023, -0.053], [-0.011, 0.155, 0.067], [-0.022, -0.050, 0.039], [-0.022, 0.013, 0.093], [-0.029, 0.082, 0.023], [-0.424, 0.071, 0.377], [0.118, 0.109, 0.052], [0.039, -0.153, -0.046], [-0.010, -0.161, -0.035], [0.020, 0.117, -0.153], [-0.035, 0.020, -0.013], [-0.043, 0.038, 0.020], [0.095, 0.018, 0.000], [-0.040, 0.012, 0.044], [-0.044, -0.021, 0.072], [0.001, -0.045, 0.053], [0.072, -0.022, -0.028], [-0.053, -0.035, -0.029], [0.012, 0.118, -0.036], [0.014, 0.004, 0.046], [0.046, -0.022, -0.031], [0.078, 0.007, 0.125], [-0.036, -0.094, 0.004], [-0.004, 0.033, -0.122], [0.421, -0.125, -0.078], [-0.085, 0.158, 0.273], [0.175, -0.758, 0.520], [-0.045, 0.022, -0.281], [0.013, 0.123, -0.229], [-0.155, -0.109, -0.151], [0.004, 0.088, -0.083], [0.079, 0.001, 0.065], [0.000, -0.054, -0.043], [0.000, 0.124, -0.077], [0.008, -0.070, -0.061], [-0.059, 0.001, 0.063], [0.007, 0.059, -0.070], [-0.077, 0.017, 0.055], [-0.027, -0.019, -0.020], [0.038, -0.045, -0.129], [-0.034, -0.128, -0.027], [0.002, 0.118, 0.094], [0.010, -0.008, -0.029], [0.001, 0.026, -0.059], [0.012, -0.198, -0.043], [0.256, -0.021, 0.226], [-0.031, 0.140, 0.038], [-0.014, 0.039, -0.017], [-0.934, -0.491, -0.178], [0.086, -0.120, -0.022], [-0.102, 0.012, -0.088], [-0.020, 0.071, 0.025], [0.017, 0.057, 0.025], [0.037, 0.067, 0.046], [0.139, -0.049, -0.002], [-0.096, 0.173, -0.169], [-0.194, -0.078, 0.249], [0.107, -0.010, 0.053], [0.001, 0.026, 0.049], [0.049, 0.017, 0.019], [0.021, -0.027, -0.111], [0.031, 0.008, -0.038], [0.020, -0.061, -0.042], [0.003, -0.155, 0.024], [-0.007, 0.017, 0.085], [-0.005, 0.060, -0.023], [0.029, -0.021, -0.029], [-0.029, 0.036, -0.008], [0.007, 0.024, 0.004], [0.008, -0.001, 0.048], [0.000, -0.045, 0.013], [0.077, 0.057, -0.076], [0.015, -0.031, 0.066], [0.073, -0.012, 0.022], [0.058, -0.001, -0.046], [-0.064, 0.052, -0.053]],
  "mulliken_spin": [0.005, 0.000, 0.000, 0.000, 0.000, 0.000, 0.000, 0.000, 0.000, 0.004, 0.000, 0.000, 0.000, 0.000, 0.000, 0.001, -0.007, 0.025, -0.012, 0.115, 0.007, 0.025, -0.002, 0.000, 0.000, 0.000, 0.000, 0.000, 0.000, 0.003, 0.001, 0.000, 0.000, 0.000, 0.001, 0.000, 0.000, 0.000, 0.000, 0.000, 0.000, 0.000, 0.000, 0.000, -0.001, 0.001, -0.005, -0.001, -0.001, 0.000, 0.000, 0.000, 0.000, 0.000, 0.000, 0.000, 0.000, 0.000, -0.001, 0.000, 0.000, 0.000, 0.000, -0.002, -0.001, 0.000, 0.014, 0.004, -0.009, 0.008, -0.009, 0.000, 0.000, 0.011, -0.003, 0.000, 0.001, -0.001, 0.001, 0.001, 0.000, 0.000, 0.000, 0.000, 0.000, 0.000, 0.000, 0.000, 0.000, 0.000, 0.000, 0.000, 0.000, 0.000, 0.000, 0.000, 0.000, 0.000, 0.000, 0.000, 0.000, 0.046, 0.022, 0.044, 0.004, 0.285, -0.141, 0.370, -0.081, 0.026, -0.047, 0.091, 0.291, -0.043, 0.002, -0.007, -0.003, -0.001, 0.002, -0.003, 0.001, -0.002, 0.002, 0.007, -0.014, -0.018, -0.004, 0.020, -0.010, 0.000, -0.001, 0.000, 0.006, 0.000, 0.000, 0.000, 0.000, 0.000, 0.000, 0.000, 0.000, 0.000, 0.000, 0.000, -0.001, 0.000, 0.006, -0.024, 0.000, 0.000, 0.000, 0.000, 0.000, 0.000, 0.000, 0.000, 0.000, 0.000, 0.000, 0.000],
  "orbital_gap_ev": [4.9, 5.7],
  "lumo_energy_ev": [-1.033, -1.033],
  "multiplicity": 2
}

Entry 2:
{
  "formula": "C3H8N2O",
  "method": "ωB97M-V/def2-TZVPD",
  "elements": ["C", "C", "C", "H", "H", "H", "H", "H", "H", "H", "H", "N", "N", "O"],
  "xyz": [[-1.789, -1.043, -0.117], [-0.714, -0.013, -0.200], [0.379, -0.097, 0.782], [-1.540, -1.886, -0.674], [-2.735, -0.762, -0.498], [-1.842, -1.369, 0.944], [-0.258, -0.095, -1.265], [-0.353, 1.870, -0.199], [-1.667, 1.608, 0.678], [0.185, -0.031, 1.928], [2.364, 0.472, -1.120], [-1.193, 1.375, -0.232], [1.596, -0.033, 0.596], [1.972, -0.285, -0.642]],
  "forces_ev_per_a": [[0.306, -0.016, 2.431], [0.454, 0.254, -3.770], [-2.195, -0.045, 3.463], [0.753, -1.625, -0.868], [-0.973, 0.835, -0.118], [-0.565, 0.075, -0.538], [-0.433, -0.144, 1.840], [1.363, 1.662, -0.125], [0.455, -0.285, -1.070], [-0.318, -0.010, -2.017], [-0.028, -0.260, 1.013], [-2.100, -0.633, 1.712], [2.284, 0.808, 2.601], [0.998, -0.614, -4.554]],
  "lowdin_charge": [-0.056, -0.471, -0.172, 0.056, 0.069, 0.092, 0.158, 0.037, 0.100, 0.154, 0.122, 0.045, -0.064, -0.070],
  "orbital_gap_ev": 10.1,
  "lumo_energy_ev": 0.855,
  "smiles": "C[C@@H](N)/C=N\\O"
}

Energy relative to the best compared isomer or geometry (same formula, charge and spin) list, top to bottom, in kcal per mole: 71.97, 89.43
F_max list, top to bottom, in eV Å⁻¹: 1.585, 4.703